Here is the molecule C3H6O4 from OMol25. Energies are from the ωB97M-V functional and the def2-TZVPD basis.

Results
SMILES: C[C@H](OO)C(=O)O
HOMO (eV): -9.94
Molecular weight (g/mol): 106.1
E_tot (Eh): -418.77361
Lowest unoccupied orbital energy (eV): 0.68
Energy above the lowest of the compared OMol25 structures with the same formula, charge and spin (eV): 3.2826

Structure (ORCA input):
```
! wB97M-V def2-TZVPD RIJCOSX def2/J DEFGRID3
* xyz 0 1
C -0.0887 0.5272 -0.5691
C 0.0454 1.3112 0.7302
C 0.8226 -0.7673 -0.5985
O -1.3839 0.0708 -0.8029
O -1.5379 -1.1992 -0.0115
O 1.0759 -1.2553 0.6169
O 1.4009 -1.1219 -1.5907
H -2.5032 -1.2836 -0.0136
H 1.7999 -1.8998 0.5684
H 0.1580 1.1138 -1.4600
H -0.6460 2.1520 0.7244
H 1.0634 1.6783 0.8318
H -0.2063 0.6738 1.5746
*
```

Atom charges from the Mulliken analysis, given in e for atoms 1 to 5: C 0.430; C -1.239; C 0.508; O -0.261; O -0.370

***

Here is a structure of composition C3H6O4PS from OMol25. Energies are from the ωB97M-V functional and the def2-TZVPD basis.

Results
HOMO (eV): -4.07
Molecular weight (g/mol): 169.1
E_tot (Eh): -1158.46170
Lowest unoccupied orbital energy (eV): 3.60
Energy above the lowest of the compared OMol25 structures with the same formula, charge and spin (eV): 1.5584

Structure (ORCA input):
```
! wB97M-V def2-TZVPD RIJCOSX def2/J DEFGRID3
* xyz -1 1
C -0.6948 -0.8138 1.0602
C -0.2568 1.5928 0.4040
C -0.3983 0.1882 0.0372
O 0.8284 -0.9002 -2.0380
O -1.9846 -1.2456 -1.5373
O 1.9012 -1.7247 0.0605
O 2.5965 0.3992 -0.9517
P -0.9734 -0.2033 -1.7177
S 1.5173 -0.5231 -0.6453
H -1.6164 -0.5470 1.6112
H -0.7302 -1.7686 0.5356
H 0.1894 -0.8649 1.8157
H -0.2189 1.9896 1.4119
H -0.9308 2.3023 -0.0839
H 0.7715 2.1192 0.0377
*
```

Atom charges from the Mulliken analysis, given in e for atoms 1 to 5: C -1.259; C -1.233; C 0.793; O -0.439; O -0.554